1.
Computed, not measured: 14 unconnected molecules or ions with the total composition C56H84O28 in a non-equilibrium geometry, with ωB97M-V with the def2-TZVPD basis set.

Computed properties:
relative energy (zero: lowest compared OMol25 entry of this formula, charge and spin)	6.108	eV
E_HOMO	-0.3600	Eh
frontier orbital gap	9.8	eV

```
! wB97M-V def2-TZVPD RIJCOSX def2/J DEFGRID3
* xyz 0 1
O 5.7978 10.7119 16.9479
C 6.7589 11.0292 17.6383
O 6.9650 12.3296 17.8237
C 8.0263 12.5581 18.7191
C 8.3914 11.2265 19.3165
C 7.8175 10.1945 18.3883
H 7.7534 13.2977 19.4718
H 8.8589 13.0327 18.1997
H 7.9979 11.1645 20.3311
H 9.4693 11.0652 19.3146
H 7.2940 9.3247 18.7851
H 8.5195 9.9031 17.6071
O 10.2072 5.4098 21.1794
C 11.0358 5.6973 20.3132
O 11.6326 6.9352 20.2790
C 12.6175 7.0061 19.2543
C 12.8818 5.5353 18.9347
C 11.6413 4.8126 19.2749
H 13.5021 7.4463 19.7145
H 12.2825 7.6494 18.4407
H 13.7174 5.1246 19.5014
H 13.1360 5.3944 17.8842
H 11.8390 3.8710 19.7872
H 10.9539 4.6614 18.4426
O 0.1228 12.1330 15.6106
C 0.3032 11.6019 16.7411
O 0.0101 10.3884 17.1114
C 0.6726 9.9225 18.3047
C 0.8612 11.2069 19.1283
C 0.8805 12.2737 17.9929
H 1.6740 9.5761 18.0492
H 0.1729 9.0918 18.8031
H 1.7890 11.2639 19.6976
H -0.0170 11.3032 19.7667
H 1.8683 12.6331 17.7044
H 0.3721 13.1174 18.4596
O 9.3492 11.6686 26.7552
C 9.7180 10.5001 26.8356
O 10.6016 10.1145 27.7109
C 10.8682 8.7218 27.6094
C 10.3915 8.3072 26.3342
C 9.2699 9.2611 26.1390
H 10.3140 8.2793 28.4371
H 11.9145 8.4632 27.7719
H 9.9533 7.3138 26.2377
H 11.1376 8.4814 25.5590
H 8.3537 9.0426 26.6876
H 9.0265 9.5632 25.1204
O 9.3742 10.5868 12.5321
C 9.0464 10.3511 11.3690
O 9.7454 10.6960 10.3111
C 8.9889 10.4119 9.1209
C 7.8182 9.5369 9.5746
C 7.7146 9.8055 11.0407
H 9.5652 9.7203 8.5063
H 8.8084 11.3496 8.5953
H 7.9853 8.4844 9.3453
H 6.9238 9.8363 9.0283
H 7.5156 8.8555 11.5366
H 6.9399 10.4933 11.3797
O 14.0724 19.8258 19.9926
C 12.8701 19.5974 20.0243
O 12.3702 18.4773 20.5397
C 10.9205 18.5091 20.4308
C 10.5681 20.0018 20.3305
C 11.7390 20.5493 19.5616
H 10.3145 18.0500 21.2119
H 10.7019 17.9317 19.5325
H 10.5348 20.4474 21.3247
H 9.6005 20.2137 19.8756
H 11.9949 21.5985 19.7094
H 11.5725 20.3299 18.5070
O 7.6296 18.2296 15.5328
C 6.7163 17.5992 14.9167
O 6.7522 17.5355 13.6233
C 5.5390 16.8780 13.1132
C 5.0414 16.1169 14.3574
C 5.4928 16.9530 15.4836
H 5.7261 16.1844 12.2934
H 4.9147 17.6858 12.7315
H 5.4451 15.1104 14.4673
H 3.9616 15.9697 14.3773
H 5.6803 16.4938 16.4542
H 4.7306 17.7164 15.6398
O 1.6982 9.4384 24.0724
C 2.3888 10.3682 24.4484
O 3.5179 10.6220 23.8876
C 4.1408 11.7876 24.3444
C 2.9299 12.5682 24.7883
C 2.0794 11.4577 25.4039
H 4.6964 12.2913 23.5534
H 4.7659 11.4568 25.1737
H 2.5617 13.1528 23.9452
H 3.1930 13.2112 25.6281
H 1.0213 11.6739 25.5515
H 2.4685 11.1585 26.3771
O 6.6342 17.2524 23.9424
C 6.9699 18.1620 24.6803
O 7.0190 19.4246 24.2781
C 7.2859 20.3916 25.2959
C 7.6860 19.5128 26.5273
C 7.1587 18.0779 26.2423
H 6.3835 20.9555 25.5318
H 8.0723 21.0786 24.9834
H 7.3470 19.8731 27.4986
H 8.7759 19.5013 26.5408
H 6.1375 17.8818 26.5688
H 7.8224 17.2305 26.4137
O 9.6914 5.7456 14.0958
C 10.1132 5.1830 13.0871
O 9.2892 4.4096 12.3568
C 9.9472 3.9446 11.2116
C 11.0518 5.0153 11.0458
C 11.4894 5.2531 12.4496
H 9.1617 3.9226 10.4562
H 10.4661 3.0000 11.3745
H 10.6223 5.8483 10.4892
H 11.8894 4.7824 10.3884
H 12.0111 6.2101 12.4554
H 12.1427 4.5114 12.9091
O 13.9941 12.4746 22.5609
C 14.3927 13.4488 23.1938
O 13.9015 13.8345 24.3616
C 14.4350 15.0519 24.8495
C 15.5648 15.4452 23.8888
C 15.5488 14.4589 22.7652
H 14.9331 14.8958 25.8064
H 13.7450 15.8804 25.0093
H 16.5213 15.4839 24.4100
H 15.4784 16.4129 23.3948
H 16.4950 13.9472 22.5893
H 15.2792 14.9642 21.8378
O 0.9202 4.2617 19.5329
C 1.8481 4.5937 20.1545
O 2.8239 5.3703 19.6688
C 3.7695 5.8138 20.6372
C 3.4195 4.9403 21.8809
C 2.0920 4.3236 21.5477
H 3.6077 6.8802 20.7939
H 4.7887 5.5741 20.3341
H 3.5099 5.4852 22.8205
H 4.2170 4.2211 22.0676
H 1.3258 4.7835 22.1719
H 2.0585 3.2802 21.8614
O 0.3020 6.0006 10.2883
C 0.9773 5.6702 11.2543
O 2.1726 6.2672 11.5002
C 2.5385 6.1123 12.9188
C 1.3098 5.4294 13.5161
C 0.5726 4.7246 12.3870
H 2.7259 7.0772 13.3899
H 3.4419 5.5277 13.0926
H 0.6492 6.1847 13.9418
H 1.5454 4.8324 14.3971
H -0.4865 4.6213 12.6232
H 0.9723 3.7378 12.1532
O 13.3827 18.6531 14.7875
C 12.9631 17.5660 14.4835
O 12.1754 17.3724 13.3899
C 11.7682 16.0040 13.2780
C 12.1536 15.3353 14.5817
C 13.2635 16.2369 15.1658
H 12.3599 15.5936 12.4597
H 10.7162 15.8050 13.0734
H 12.4939 14.3054 14.4738
H 11.2659 15.3026 15.2134
H 14.2512 15.9098 14.8408
H 13.2964 16.2410 16.2553
*
```



2.
Computed, not measured: a molecular structure, C56H85N9O43S10 in a non-equilibrium geometry, with ωB97M-V with the def2-TZVPD basis set.

Computed properties:
E_HOMO	-0.3171	Eh
frontier orbital gap	8.3	eV

```
! wB97M-V def2-TZVPD RIJCOSX def2/J DEFGRID3
* xyz 0 1
O 14.7838 26.2212 -2.9775
C 15.4491 27.1276 -3.4331
N 16.5981 27.4731 -2.9388
C 14.8959 28.0611 -4.5433
H 17.1304 28.0642 -3.5612
H 16.9733 26.7926 -2.2937
H 14.7613 29.0677 -4.1473
H 13.8636 27.7333 -4.6660
H 15.5422 27.9488 -5.4137
O 7.6541 27.6092 -11.8427
C 8.6677 26.9635 -12.0984
N 9.7351 27.0111 -11.3312
C 8.7702 26.1602 -13.4696
H 9.7364 27.5976 -10.5089
H 10.5740 26.5585 -11.6650
H 9.2350 26.8508 -14.1732
H 7.7946 25.7841 -13.7775
H 9.4352 25.3349 -13.2149
O 9.7486 28.5955 -8.7815
C 10.7732 29.2319 -8.8955
N 10.7212 30.2474 -9.7183
C 12.0700 28.9846 -8.0863
H 9.8276 30.6406 -9.9771
H 11.5567 30.7935 -9.8728
H 12.7831 29.7378 -8.4213
H 12.5277 28.0191 -8.3018
H 11.9516 29.1575 -7.0166
N 14.1335 25.6481 -8.6934
C 14.2355 25.6696 -7.2818
C 15.0746 24.7706 -6.5404
C 15.9478 23.9060 -7.2219
C 15.8240 23.8247 -8.6619
C 14.9668 24.7375 -9.3640
H 13.6798 26.3789 -6.6864
H 15.0806 24.8960 -5.4678
H 16.6990 23.2412 -6.8216
H 16.3643 23.1090 -9.2637
H 14.9312 24.8013 -10.4416
N 21.0296 25.6991 -16.0961
C 21.8366 25.4754 -15.0022
C 21.2046 25.4483 -13.6854
C 19.7962 25.5580 -13.5267
C 19.0539 25.7736 -14.6650
C 19.6716 25.7843 -15.8735
H 22.8940 25.3618 -15.1902
H 21.7568 25.3275 -12.7652
H 19.2763 25.5657 -12.5800
H 17.9760 25.7071 -14.6689
H 19.0370 26.0420 -16.7086
N 18.7756 27.8438 -9.8488
C 17.8215 28.7765 -9.6486
C 17.7051 29.8987 -10.5331
C 18.5021 29.9229 -11.7151
C 19.3714 28.8130 -11.9300
C 19.4543 27.7705 -11.0129
H 17.2571 28.7157 -8.7298
H 17.0066 30.6843 -10.2851
H 18.3888 30.7802 -12.3621
H 20.0243 28.8246 -12.7902
H 20.1712 26.9628 -11.0065
N 10.3712 26.9978 -0.8201
C 11.4945 27.1581 -1.5648
C 12.4001 28.2377 -1.4568
C 12.2181 29.2028 -0.4281
C 11.2421 29.0107 0.4289
C 10.4086 27.8785 0.2734
H 11.6070 26.5281 -2.4347
H 13.1238 28.3394 -2.2519
H 12.8786 30.0564 -0.3929
H 11.0402 29.8049 1.1323
H 9.6454 27.6884 1.0135
N 16.5091 20.4259 -3.2706
C 15.3705 20.4629 -2.5143
C 14.8234 21.6780 -2.0678
C 15.5386 22.8742 -2.3493
C 16.5206 22.8825 -3.2973
C 16.9840 21.6519 -3.6976
H 15.0713 19.4514 -2.2824
H 13.9758 21.7164 -1.3996
H 15.1833 23.7931 -1.9069
H 16.9952 23.8041 -3.6003
H 17.8774 21.6523 -4.3044
N 12.5060 26.4527 -11.9347
C 12.5063 25.5006 -12.9015
C 13.7551 25.1109 -13.4804
C 14.8999 25.7520 -13.0505
C 14.8657 26.7929 -12.1839
C 13.6376 27.0730 -11.6208
H 11.6120 24.9609 -13.1760
H 13.7437 24.1939 -14.0507
H 15.9095 25.3846 -13.1609
H 15.8166 27.1796 -11.8482
H 13.6503 27.7934 -10.8162
C 14.5137 17.5197 -9.3151
C 15.7680 16.9209 -8.6946
O 16.1131 17.5918 -7.5222
S 15.3614 19.0882 -7.3795
O 16.4443 20.0847 -7.4561
O 14.4898 18.9615 -6.2541
O 14.6458 18.8413 -8.8716
H 13.5636 17.1273 -8.9524
H 14.4665 17.1843 -10.3511
H 16.6095 16.9408 -9.3871
H 15.5563 15.8708 -8.4931
C 18.5717 21.2973 -13.5930
C 19.0711 20.1743 -12.6866
O 17.8840 19.5812 -12.2867
S 16.7049 20.7130 -11.9012
O 16.9459 21.3449 -10.5915
O 15.3474 20.2934 -12.2412
O 17.2809 21.6397 -13.1067
H 18.4955 20.9371 -14.6189
H 19.1151 22.2390 -13.5162
H 19.7764 20.4749 -11.9118
H 19.8130 19.4684 -13.0601
C 19.3912 24.7481 -7.8492
C 20.5785 25.3500 -8.6734
O 20.6964 24.6802 -9.9189
S 19.5728 23.4508 -9.9793
O 20.3036 22.2677 -10.3704
O 18.3322 23.8703 -10.6951
O 19.2245 23.4771 -8.3715
H 18.4699 25.3304 -7.8316
H 19.7786 24.6634 -6.8339
H 21.4846 25.1513 -8.1011
H 20.4436 26.4275 -8.7680
C 19.3278 18.6689 -4.6495
C 19.2453 18.1111 -3.2488
O 20.3559 18.5979 -2.5601
S 20.8809 20.0296 -3.2170
O 22.3311 20.1428 -3.1064
O 20.0935 21.1347 -2.7178
O 20.4278 19.5237 -4.7430
H 18.4723 19.2370 -5.0149
H 19.5252 17.9700 -5.4623
H 19.2834 17.0222 -3.2800
H 18.3466 18.4579 -2.7388
C 9.9350 27.3335 -5.3016
C 8.8619 28.3977 -5.5015
O 7.7988 27.6900 -4.9280
S 8.2489 26.6005 -3.7254
O 7.7238 25.2329 -3.8358
O 8.1397 27.2939 -2.4346
O 9.7826 26.5384 -4.2073
H 10.9139 27.7779 -5.1220
H 10.0833 26.7324 -6.1987
H 8.5868 28.5903 -6.5385
H 9.0121 29.3433 -4.9807
C 10.4739 33.2868 -3.9145
C 11.2541 33.1410 -2.6479
O 11.7910 31.8514 -2.5836
S 10.8133 30.7556 -3.3749
O 9.7636 30.2868 -2.4048
O 11.5606 29.7521 -4.0981
O 10.2059 31.9207 -4.3512
H 10.9800 33.9214 -4.6420
H 9.5586 33.8634 -3.7814
H 10.5750 33.2171 -1.7987
H 11.9797 33.9345 -2.4692
C 10.8232 21.2222 -12.0679
C 12.0292 22.0194 -11.5684
O 12.6421 21.2377 -10.5524
S 11.8269 19.8546 -10.2952
O 11.7482 19.6459 -8.8269
O 12.4586 18.8015 -11.1320
O 10.4845 20.5259 -10.9313
H 11.0695 20.5538 -12.8929
H 9.9181 21.6724 -12.4756
H 11.8026 22.8473 -10.8965
H 12.7697 22.3090 -12.3140
C 8.8334 24.2931 -7.9164
C 7.8115 25.4375 -8.2103
O 6.7816 24.8793 -8.9960
S 7.1673 23.4172 -9.6900
O 7.9805 23.6397 -10.8965
O 5.9562 22.6020 -9.8009
O 8.1314 23.1200 -8.3995
H 9.0893 24.1945 -6.8615
H 9.8022 24.4276 -8.3974
H 8.2867 26.2610 -8.7433
H 7.3771 25.7365 -7.2564
C 22.2085 21.0157 -6.9258
C 22.8560 21.9420 -8.0162
O 22.8459 23.2230 -7.4283
S 22.8731 23.1568 -5.8020
O 21.6106 23.6742 -5.3198
O 24.0656 23.6907 -5.1685
O 22.9077 21.4550 -5.7778
H 22.2505 19.9377 -7.0814
H 21.1497 21.2287 -6.7784
H 22.3843 21.7978 -8.9882
H 23.7986 21.4042 -8.1183
C 11.6220 22.4568 -6.1428
C 12.8906 22.0996 -5.3471
O 12.7133 22.7096 -4.0771
S 11.6948 24.0315 -4.0253
O 12.3876 25.2525 -4.4417
O 10.7464 23.9473 -2.9326
O 10.9453 23.3727 -5.3193
H 10.7733 21.7823 -6.2556
H 11.7447 22.8872 -7.1367
H 13.7527 22.4820 -5.8936
H 12.9526 21.0221 -5.1949
*
```



Respective electronic energy values: -4290.914973, -9894.332775 hartree.